The following is a quantum chemistry calculation of a structure of composition C34H72NbO10P2Si at a distorted geometry, from the Open Molecules 2025 dataset.

```
120
Properties=species:S:1:pos:R:3:forces:R:3:mulliken_charge:R:1
Nb -0.3381 1.3708 -5.8913 -1.15 -1.65 -2.11 -1.813
P 3.7441 -1.7536 4.4043 2.09 7.08 4.81 0.922
P 0.5016 -2.5886 10.1547 -3.32 7.48 2.80 0.997
Si -1.0773 -3.5803 -8.1631 0.03 -0.89 0.62 0.687
O 0.9497 -1.1403 10.1633 1.27 -0.62 -0.55 -0.598
O -0.9189 -2.7962 10.9231 0.28 -0.82 -0.28 -0.318
O -0.2876 -2.3542 8.6866 1.19 -2.60 -0.29 -0.275
O 3.7248 -1.9530 6.0274 -0.37 -0.78 -0.22 -0.234
O 1.3528 -2.9241 11.5916 0.65 -3.12 -1.79 -0.312
O 2.1395 -1.2784 4.4209 -0.18 -2.50 -1.31 -0.358
O 4.1901 -0.3544 4.0347 0.14 -0.66 -1.53 -0.584
O 0.2718 -2.8169 -7.5648 -0.92 0.18 -0.74 -0.508
O -1.9860 1.4487 -7.0953 1.26 0.56 1.26 -0.519
O 5.3358 -2.3629 4.3977 -1.66 -2.78 -1.88 -0.304
C -0.8173 -4.0921 -9.9641 0.06 0.17 0.07 -1.131
C -2.6683 2.6868 -7.1948 -0.91 -0.07 -0.62 -0.660
C -1.2682 -5.1752 -7.1452 0.50 0.26 -0.16 -1.149
C 0.9026 1.7814 -7.7494 -0.39 1.42 0.82 -0.104
C -2.6896 -2.6281 -7.9857 -0.11 -0.05 -0.37 -1.065
C -5.2490 2.5224 -7.1333 0.49 -0.29 1.24 -1.376
C 4.8816 -2.1061 6.8361 -0.03 -0.17 0.20 -0.620
C 0.1902 -1.3524 -7.5538 0.61 -0.15 1.01 -0.409
C -2.9460 2.4253 -2.3385 -0.55 0.96 0.65 -0.828
C -2.2635 0.0917 -3.5744 0.32 -0.78 -0.51 -0.791
C -1.7161 1.2601 -4.0809 0.46 1.09 -0.11 2.256
C 2.5028 1.1710 -2.2170 -0.96 0.54 -0.09 -0.690
C 1.5031 -0.8650 5.6231 -0.59 -0.36 0.32 -0.384
C -3.1260 0.0783 -2.5012 -0.37 -0.73 0.11 -0.592
C 5.8103 -2.8598 3.1383 0.16 0.21 -0.06 -0.766
C 1.1019 3.0128 3.3966 -0.37 -0.06 -0.91 -0.703
C -2.2133 2.2214 4.8008 0.31 0.44 -0.05 -0.326
C -1.6721 -2.0385 8.6335 -0.40 -0.43 -0.31 -0.573
C -0.9040 3.0373 5.0128 -0.72 -0.47 -1.02 -0.543
C -0.3139 3.5759 3.6605 0.26 -0.05 1.77 -0.870
C 2.5623 2.2842 1.5211 -0.52 -0.96 -1.06 -0.802
C 2.8713 1.2754 0.3542 -0.96 1.33 0.75 -0.874
C -2.0907 2.4307 -3.4058 0.51 0.11 -0.69 -0.307
C 1.2375 1.1498 -3.1392 1.55 0.01 -0.06 -0.054
C -3.9387 2.7565 -6.3223 -0.64 0.02 -0.35 0.155
C 1.1757 2.0261 2.1866 1.04 1.25 0.85 -0.398
C 2.7185 -3.3277 11.4311 0.10 0.20 0.06 -0.744
C -0.1892 -0.8891 -6.1431 0.56 -0.08 -0.27 0.148
C 0.3516 1.7826 -8.9690 0.48 -0.18 -0.23 -0.633
C -3.4572 3.0764 5.0608 -0.31 -0.83 0.20 -1.375
C 2.0883 1.8035 -0.8654 0.26 -1.50 -0.51 -0.523
C -1.0761 -2.7707 12.3364 -0.12 -0.17 0.17 -0.624
C 1.5628 1.2366 -4.6415 -0.68 0.31 -0.16 -1.139
C -3.4901 1.2467 -1.8803 -0.41 -0.32 0.56 -0.525
H 2.8811 0.1520 -2.0744 0.11 0.15 -0.03 0.325
H -0.9072 -4.9857 -6.1282 -0.26 -0.01 -0.03 0.251
H 5.6398 -1.3618 6.5959 0.00 -0.03 -0.10 0.280
H -1.1246 -1.4010 -5.8828 0.01 0.23 0.10 -0.102
H 1.7577 3.8660 3.1873 0.03 -0.20 -0.06 0.417
H -2.1431 -2.6894 12.5423 -0.02 0.01 -0.19 0.268
H 5.2863 -3.1112 6.7282 0.15 0.07 -0.01 0.258
H 3.2940 -2.5314 10.9542 -0.03 0.00 -0.01 0.318
H -1.9099 -1.8371 7.5884 0.22 -0.01 -0.02 0.236
H 1.0427 1.4988 -0.7184 0.07 0.24 0.10 0.300
H 0.6815 0.2432 -2.8782 -0.32 0.28 -0.06 0.217
H -1.1342 3.8819 5.6691 0.18 -0.20 0.15 0.452
H -0.2608 4.6623 3.7941 0.09 -0.09 -0.38 0.284
H -3.5640 3.8969 4.3467 0.21 0.05 0.19 0.300
H -2.2995 -5.5387 -7.1249 0.12 -0.01 0.04 0.349
H -2.0269 -0.8744 -4.0168 0.06 0.13 -0.05 0.194
H -2.7817 -1.8417 -8.7432 0.01 0.06 0.24 0.302
H -2.0434 3.5687 -7.0150 0.19 -0.31 0.16 0.280
H 2.4276 0.3130 0.6346 0.41 -0.09 -0.11 0.360
H -1.0164 3.3791 2.8468 0.20 -0.05 -0.03 0.509
H 0.5084 -0.5025 5.3577 0.08 -0.04 -0.30 0.202
H 3.9460 1.1578 0.1901 -0.12 0.09 -0.12 0.330
H 5.1844 -3.6807 2.7849 0.11 -0.05 -0.05 0.323
H -0.1111 -3.3853 -10.4159 -0.23 -0.07 -0.15 0.257
H 1.0574 1.0009 2.5519 0.06 0.02 -0.25 0.132
H 3.1297 -3.5225 12.4194 -0.09 0.03 0.03 0.233
H -4.0147 3.7230 -5.8092 0.20 -0.04 -0.16 0.356
H -5.4289 1.4422 -7.1302 -0.05 0.13 -0.54 0.282
H 2.1006 2.1855 -4.7928 0.04 -0.19 -0.10 0.648
H -2.2496 1.8525 3.7689 0.09 -0.03 0.13 0.357
H 2.4608 3.2516 1.0141 0.25 0.11 0.42 0.371
H -1.8779 -1.1499 9.2310 0.10 -0.07 0.13 0.295
H -1.7559 -4.1102 -10.5289 0.14 0.13 -0.01 0.349
H -3.0167 2.7748 -8.2412 0.18 0.06 0.11 0.351
H 2.7861 -4.2397 10.8357 0.11 -0.03 0.08 0.326
H -4.1939 1.1891 -1.0541 0.10 0.29 -0.02 0.352
H 0.6048 -1.2676 -5.4846 -0.25 -0.08 0.05 0.325
H -0.1819 2.3746 5.4952 0.09 0.30 0.06 0.263
H -5.1997 2.9304 -8.1433 -0.17 -0.01 0.09 0.363
H -3.4419 3.4396 6.0939 0.01 0.25 -0.21 0.362
H 1.9879 1.9451 -7.7259 -0.01 -0.83 0.02 0.339
H 3.3812 2.3593 2.2416 -0.27 -0.23 0.18 0.429
H 5.8222 -2.0590 2.3961 -0.02 0.00 0.01 0.319
H -0.3736 -5.0902 -10.0443 0.00 0.12 0.12 0.296
H 4.5719 -1.9690 7.8728 -0.18 0.05 -0.07 0.223
H 1.2035 -1.0188 -7.7915 -0.20 0.11 -0.15 0.392
H 0.3477 2.2905 1.5235 0.25 -0.32 -0.25 0.410
H -0.2661 3.1791 -5.5897 0.25 0.19 0.45 -0.099
H -2.1872 1.3304 5.4392 -0.28 0.18 0.06 0.154
H -3.9390 2.0014 -5.5325 0.41 0.10 -0.05 -0.050
H -4.3618 2.4602 4.9717 0.08 0.13 -0.05 0.395
H 1.5366 2.4935 4.2561 -0.21 0.26 0.14 0.311
H -1.6882 3.3669 -3.7799 -0.08 0.03 0.20 0.347
H -0.6146 -5.9546 -7.5565 -0.19 0.01 0.03 0.298
H -0.6982 2.0044 -9.1498 -0.02 -0.62 0.08 0.197
H 1.3758 -1.6977 6.3112 0.05 0.14 0.15 0.208
H 6.8240 -3.2281 3.2826 -0.01 0.03 0.09 0.236
H -2.8714 -2.2038 -6.9960 0.17 0.07 -0.11 0.279
H -3.5389 -0.8753 -2.1783 0.02 0.12 0.08 0.352
H -3.5107 -3.3347 -8.1765 0.17 0.02 -0.02 0.451
H 0.9769 1.5389 -9.8373 -0.20 0.56 -0.10 0.239
H 3.2609 1.7896 -2.7116 0.13 -0.24 0.16 0.336
H 2.2053 0.4195 -4.9994 -0.03 0.04 0.18 0.348
H -3.2171 3.3721 -1.8738 0.01 -0.12 0.03 0.425
H -0.5668 -1.9162 12.7799 0.10 -0.03 -0.06 0.297
H -2.2854 -2.8755 8.9604 -0.08 0.11 0.08 0.244
H -0.7126 -3.6998 12.7714 0.08 0.09 0.10 0.245
H -0.4970 -0.9711 -8.3189 0.06 -0.12 0.03 0.210
H -6.0668 2.9527 -6.5439 -0.10 0.08 -0.44 0.389
H 2.0790 2.8951 -0.9496 0.22 -0.10 0.07 0.322
H 0.6819 2.0527 -2.8693 -0.34 -0.31 -0.03 0.152
H 2.0616 -0.0550 6.0934 0.18 -0.12 -0.04 0.264
```
Forces are in eV/Å.

Properties
Energy (a.u.): -3119.993503
Highest occupied orbital energy (eV): -4.7
Net charge: -1
E_LUMO (eV): -1.3